1.
{"formula": "C27H34Cl2N2O2Rh", "method": "ωB97M-V/def2-TZVPD", "species": ["Rh", "Cl", "N", "N", "C", "C", "C", "C", "C", "C", "H", "H", "H", "H", "H", "H", "C", "C", "C", "C", "H", "H", "H", "H", "H", "H", "O", "H", "H", "O", "H", "H", "C", "C", "C", "H", "H", "C", "C", "H", "C", "C", "C", "C", "H", "C", "H", "H", "H", "H", "H", "H", "H", "H", "Cl", "C", "C", "C", "C", "C", "C", "C", "H", "H", "H", "H", "H", "H"], "positions_angstrom": [[0.3782, 0.0405, -0.2458], [-1.8053, -0.2516, -1.4331], [-0.2829, -1.5892, 0.8472], [0.3060, 1.9160, -1.2353], [0.3056, -2.7562, 0.7130], [0.8828, 1.9650, -2.4014], [-1.4918, -1.7946, 1.7036], [-1.0475, -3.0213, 2.4891], [-2.7331, -2.2096, 0.9195], [-1.7977, -0.5899, 2.5695], [-2.5541, -3.1420, 0.3628], [-3.0409, -1.4231, 0.2208], [-3.5289, -2.3929, 1.6556], [-0.9276, -0.3868, 3.2040], [-2.6597, -0.8356, 3.2065], [-2.0393, 0.2798, 1.9448], [-0.5659, 3.1274, -1.0617], [-0.2560, 3.9113, -2.3344], [-0.1779, 3.9187, 0.1746], [-2.0524, 2.8421, -0.9928], [-2.3573, 2.1886, -1.8150], [-2.5807, 3.8034, -1.0816], [-2.3322, 2.3756, -0.0416], [0.8990, 4.1206, 0.1552], [-0.4372, 3.3699, 1.0889], [-0.7214, 4.8750, 0.1611], [0.5804, 3.0269, -3.1409], [0.3170, 4.8268, -2.1277], [-1.1418, 4.1628, -2.9321], [-0.1004, -3.6849, 1.5757], [-1.8456, -3.7336, 2.7211], [-0.5130, -2.7417, 3.4094], [1.3020, -3.1064, -0.3312], [1.7970, 0.9319, -2.9660], [1.1744, -0.4212, -2.9568], [2.6781, 0.9200, -2.3033], [2.0753, 1.2297, -3.9741], [1.0062, -1.0932, -1.7511], [0.9287, -2.4701, -1.6319], [0.8907, 1.1218, 1.1729], [0.4135, -3.1377, -2.7624], [0.2446, -2.4170, -3.9498], [0.0364, -4.5801, -2.6718], [0.6579, -1.0863, -4.0826], [-0.2053, -2.9218, -4.8104], [0.5289, -0.3725, -5.3865], [0.0008, -1.0009, -6.1107], [1.5082, -0.1196, -5.8124], [-0.0349, 0.5609, -5.2607], [0.8958, -5.2196, -2.4301], [-0.3786, -4.9203, -3.6253], [-0.7277, -4.7286, -1.8967], [1.3536, -4.1896, -0.4283], [2.2724, -2.7153, 0.0199], [1.9794, -1.3608, 3.7320], [1.5120, 0.2615, 4.1241], [0.9622, 0.4738, 5.3850], [0.4324, 1.7353, 5.6995], [0.4751, 2.7801, 4.7706], [1.0972, 2.5896, 3.5391], [1.5619, 1.3129, 3.1860], [1.8954, 1.0834, 1.7445], [0.8636, -0.3703, 6.0698], [0.0066, 1.8987, 6.6848], [-0.0290, 3.7300, 4.9808], [1.1731, 3.4102, 2.8114], [2.5606, 1.8628, 1.3504], [2.4130, 0.1319, 1.5920]], "total_charge": -1, "e_homo_ev": [0.0, -4.6], "spin_multiplicity": 5, "e_lumo_ev": [2.6, 2.0]}

---

2.
{"formula": "C4H11NO2", "method": "ωB97M-V/def2-TZVPD", "species": ["C", "C", "C", "N", "C", "H", "H", "H", "H", "H", "H", "H", "H", "H", "O", "H", "H", "O"], "positions_angstrom": [[-2.3858, 1.2639, 0.2897], [-1.2798, 0.5582, 0.9913], [-0.0020, 1.0963, 1.0683], [1.2265, 0.3170, 0.8832], [1.8224, 0.3389, -0.3268], [-3.0944, 0.7053, -0.2633], [-2.9204, 1.6739, 1.2501], [-2.0199, 2.0814, -0.1844], [-1.5644, -0.3992, 1.5006], [0.1668, 2.1634, 0.9801], [1.5037, 1.0060, -1.3590], [2.9124, 0.2752, -0.2323], [0.1053, -1.5198, -4.1709], [-0.9051, -1.2650, -5.3315], [0.0117, -1.0757, -5.0273], [1.4507, -1.8737, 3.6351], [0.9525, -1.1756, 2.3237], [0.7256, -1.8537, 2.9691]], "e_homo_ev": -8.3, "spin_multiplicity": 1, "smiles": "C=N/C=C/C.O.O", "e_lumo_ev": 0.1, "de_lowest_kcal_mol": 108.7}

---

3.
{"formula": "C4H7NO2", "method": "ωB97M-V/def2-TZVPD", "species": ["C", "C", "C", "C", "N", "O", "O", "H", "H", "H", "H", "H", "H", "H"], "positions_angstrom": [[0.9793, -2.1487, 0.5369], [0.5510, -1.7989, -0.5348], [-2.1734, -0.2270, 0.1782], [1.9364, 1.7959, -0.1629], [-0.1417, 0.8513, -0.3460], [-1.3263, 0.8772, 0.3700], [0.6179, 1.7866, 0.1512], [1.5928, -2.2085, 1.3964], [-1.6350, -1.0871, 0.6059], [-2.2640, -0.3618, -0.9041], [-2.9852, -0.0771, 0.8738], [2.3556, 2.6651, 0.1033], [0.1222, -1.2528, -1.3217], [2.3704, 1.1861, -0.9462]], "e_homo_ev": [-7.2, -10.2], "spin_multiplicity": 3, "e_lumo_ev": [1.1, -0.2], "de_lowest_kcal_mol": 102.7}

---

4.
{"formula": "C22H14AuF4N6OS", "method": "ωB97M-V/def2-TZVPD", "species": ["Au", "C", "C", "C", "O", "H", "H", "H", "H", "H", "H", "F", "C", "C", "F", "C", "C", "C", "F", "C", "C", "C", "N", "C", "N", "F", "C", "C", "N", "C", "N", "N", "C", "S", "N", "C", "C", "C", "C", "C", "C", "H", "H", "H", "H", "H", "H", "H", "H"], "positions_angstrom": [[-1.3255, 1.0332, -2.0296], [-5.1982, 1.6632, -4.0433], [-3.7210, 1.5591, -3.8465], [-2.8198, 2.0887, -4.9093], [-3.2950, 1.0386, -2.8167], [-5.4554, 2.4116, -4.7894], [-5.6966, 1.8718, -3.0987], [-5.5605, 0.6902, -4.3918], [-3.2244, 1.8740, -5.8978], [-1.8102, 1.6943, -4.8125], [-2.7832, 3.1780, -4.8043], [0.0809, -2.2554, -0.5068], [0.2142, -3.3857, 0.1651], [1.0566, -4.3096, -0.2992], [1.7234, -4.0569, -1.4036], [1.2562, -5.5862, 0.3700], [0.4128, -5.8016, 1.5332], [-0.4181, -4.8694, 1.9997], [-1.1375, -5.1314, 3.0705], [-0.5539, -3.5651, 1.3817], [-1.3332, -2.5878, 1.9177], [-1.4835, -1.2724, 1.3467], [-1.6439, -0.1878, 1.0054], [-2.0385, -2.7241, 3.1639], [-2.5815, -2.7425, 4.1779], [0.4891, -6.9540, 2.1555], [2.1678, -6.4960, -0.0445], [3.0581, -6.2835, -1.1570], [3.8053, -6.1772, -2.0250], [2.3742, -7.7684, 0.5949], [2.5956, -8.8026, 1.0466], [-0.1786, 2.3700, 0.8334], [0.8364, 2.2478, 0.0006], [0.8471, 1.1304, -1.3261], [1.9317, 2.9936, 0.1504], [2.1977, 3.9487, 1.1874], [2.0308, 3.6262, 2.5284], [2.2972, 4.5831, 3.4982], [2.7499, 5.8425, 3.1346], [2.9446, 6.1460, 1.7932], [2.6648, 5.2027, 0.8163], [-0.9047, 1.6665, 0.8286], [-0.1434, 3.0393, 1.5869], [2.5891, 2.9550, -0.6110], [1.7364, 2.6237, 2.8177], [2.1651, 4.3341, 4.5436], [2.9644, 6.5837, 3.8931], [3.3148, 7.1219, 1.5049], [2.8024, 5.4399, -0.2333]], "total_charge": 1, "e_homo_ev": [-11.8, -11.8], "spin_multiplicity": 1, "e_lumo_ev": [-5.4, -5.4]}

---

5.
{"formula": "C3H13NO2", "method": "ωB97M-V/def2-TZVPD", "species": ["C", "C", "C", "N", "H", "H", "H", "H", "H", "H", "H", "H", "H", "H", "H", "O", "H", "H", "O"], "positions_angstrom": [[-0.2372, -0.3890, -0.9178], [-1.6177, -0.8681, -0.3830], [-2.7566, -0.5160, -1.3111], [0.6334, 0.0986, 0.1283], [-0.4237, 0.3558, -1.6924], [0.1554, -1.2066, -1.5367], [-1.7879, -0.4365, 0.6053], [-1.4657, -1.9469, -0.3305], [-2.8479, 0.5609, -1.4571], [-3.7117, -0.9335, -1.0026], [-2.5705, -0.9283, -2.3072], [0.7552, -0.6719, 0.7869], [1.5970, 0.2355, -0.1595], [6.1571, -0.1489, 1.5980], [4.7125, 0.4530, 1.6752], [5.2903, -0.1403, 1.1877], [-1.1892, 2.5587, 2.0327], [-0.4234, 1.6263, 1.1943], [-0.2695, 2.2972, 1.8893]], "e_homo_ev": -9.8, "spin_multiplicity": 1, "smiles": "CCCN.O.O", "e_lumo_ev": 0.8, "de_lowest_kcal_mol": 17.9}

---

6.
{"formula": "C3H2Br2NO2", "method": "ωB97M-V/def2-TZVPD", "species": ["C", "C", "C", "N", "O", "O", "Br", "Br", "H", "H"], "positions_angstrom": [[0.3218, -0.3950, 0.6281], [0.5167, -2.0714, 1.0642], [-1.1044, 0.9208, -1.4222], [0.7699, 0.5658, 1.2120], [1.6699, -2.2270, 0.8953], [-0.4899, -2.4285, 1.5232], [-0.4944, 2.6656, -0.7744], [-0.1819, 0.6270, -3.1829], [-2.1218, 0.9964, -1.6785], [1.1141, 1.3463, 1.7352]], "total_charge": -1, "e_homo_ev": -3.2, "spin_multiplicity": 1, "e_lumo_ev": 3.3, "de_lowest_kcal_mol": 60.9}

---

Which formula does entry 4 have? C22H14AuF4N6OS